{
  "formula": "C7H18N",
  "method": "ωB97M-V/def2-TZVPD",
  "symbols": ["C", "C", "C", "C", "H", "H", "H", "H", "H", "H", "H", "H", "H", "H", "C", "C", "C", "N", "H", "H", "H", "H", "H", "H", "H", "H"],
  "xyz": [[-2.26213, 0.44286, -1.97591], [-1.52393, 0.17733, -0.67513], [-2.14801, 0.79222, 0.56752], [-1.36515, -1.36096, -0.47025], [-1.82165, -0.12504, -2.79440], [-3.32285, 0.21085, -1.86336], [-2.21363, 1.49948, -2.25247], [-0.50110, 0.56665, -0.73016], [-1.43879, 0.79126, 1.39639], [-3.07528, 0.30649, 0.88476], [-2.43519, 1.84060, 0.42870], [-0.62675, -1.74830, -1.17220], [-1.11533, -1.64843, 0.55026], [-2.34943, -1.78822, -0.67749], [2.79466, 0.71986, -0.51900], [2.73864, -0.45637, 0.45194], [1.27581, -0.19088, 2.44644], [1.45304, -0.52120, 1.13861], [2.09672, 0.59031, -1.34653], [2.60332, 1.66488, -0.01124], [3.79519, 0.80050, -0.95335], [2.84672, -1.40722, -0.07453], [3.51441, -0.34932, 1.20635], [0.29526, -0.29293, 2.88206], [2.11255, 0.15649, 3.02986], [0.67288, -0.67089, 0.53311]],
  "atomic_forces_ev_per_a": [[0.032, 0.553, 0.189], [0.657, -0.929, 0.616], [-0.406, 0.675, 0.056], [-0.700, 0.774, -0.306], [-0.148, -0.119, -0.044], [0.012, -0.251, -0.118], [0.054, -0.008, 0.048], [-0.107, 0.277, -0.260], [-0.054, -0.186, 0.053], [0.130, -0.296, -0.071], [0.180, -0.013, -0.204], [-0.082, -0.246, 0.015], [0.164, 0.092, 0.033], [0.141, -0.330, -0.073], [0.535, -0.089, -0.114], [-0.902, 0.296, 0.141], [-0.261, 0.217, 0.476], [0.845, -0.145, -0.500], [-0.116, 0.064, 0.064], [-0.192, -0.061, 0.049], [-0.025, -0.065, -0.059], [0.423, 0.060, -0.055], [0.073, -0.192, 0.028], [0.036, 0.009, -0.010], [0.031, -0.054, -0.064], [-0.319, -0.034, 0.113]],
  "mulliken_charge": [-1.586, 1.351, -1.302, -1.738, 0.375, 0.353, 0.400, -0.062, 0.230, 0.330, 0.391, 0.339, 0.492, 0.478, -1.016, -0.544, -0.697, 0.031, 0.270, 0.260, 0.374, 0.269, 0.375, 0.353, 0.262, 0.017],
  "homo_ev": [-5.67, -10.01],
  "relative_energy_ev": 0.0349,
  "charge": 0,
  "multiplicity": 2,
  "energy_ha": -332.186472,
  "homo_lumo_gap_ev": [6.6, 11.0]
}